ORCA calculation (ωB97M-V/def2-TZVPD) on a structure of composition C36H35AsBrN4O6Sc.

Values from the calculation:
HOMO: -7.3 eV
Kohn-Sham gap: 7.011 eV
E_LUMO: -0.2564 eV
calculated total energy: -207733.4839 eV
spin multiplicity: 1

```
84
C36H35AsBrN4O6Sc (ωB97M-V/def2-TZVPD)
Sc -0.60840 0.08286 0.30824
C 3.10168 0.84185 1.85770
C 2.85657 0.28916 0.50020
N 1.69277 -0.04977 -0.01242
C 1.91969 -0.47751 -1.30472
C 3.24643 -0.39586 -1.58153
N 3.82796 0.06766 -0.41174
C 4.03613 -0.67367 -2.80951
O 5.18512 -1.37086 -2.58184
O 3.74301 -0.30267 -3.89893
C 0.72736 -0.88213 -2.12763
O 0.81695 -1.61892 -3.07474
O -0.36031 -0.34030 -1.64011
H 2.43871 1.68988 2.02948
H 4.13430 1.17260 1.96381
H 2.88955 0.09206 2.61908
H 4.79329 0.33179 -0.29688
H 5.12652 -1.84068 -1.73999
Br -5.42324 5.89102 0.83488
C -3.64675 5.35521 1.17727
C -2.76055 6.24800 1.76975
N -1.49673 5.94074 2.03964
C -1.07679 4.71809 1.72844
C -1.89519 3.76659 1.13583
C -3.21577 4.08814 0.84817
C -1.39281 2.40843 0.81944
O -0.21277 2.04876 1.13597
O -2.15427 1.58266 0.23832
H -3.09405 7.24586 2.03171
H -0.04631 4.47089 1.95310
H -3.86278 3.35680 0.38191
C -1.81053 -8.36520 3.05715
C -1.82443 -6.98487 2.46065
C -0.65544 -6.37013 2.03504
C -0.66200 -5.09522 1.48651
C 0.64151 -4.49769 1.02155
C -1.87282 -4.38744 1.39245
As -1.66615 -2.64192 0.52051
N -0.74067 -1.44913 1.66348
C -0.29464 -1.55071 2.97352
C -0.39952 -2.67951 3.79912
C 0.09979 -2.66876 5.09533
C 0.70891 -1.54585 5.63110
C 0.79327 -0.40643 4.84007
C 0.30062 -0.40741 3.54746
C -3.33413 -1.61008 0.52412
C -3.85810 -1.28477 -0.73819
C -3.39458 -1.91415 -2.03051
C -4.87265 -0.32958 -0.83031
C -5.39358 0.29223 0.28681
C -6.47229 1.33513 0.17537
C -4.89466 -0.07095 1.53491
C -3.87454 -0.99541 1.67714
C -3.38042 -1.28977 3.06709
C -3.07584 -5.01732 1.74772
C -4.44496 -4.41424 1.55442
C -3.01812 -6.29974 2.28855
H -0.79773 -8.76330 3.11052
H -2.41299 -9.05406 2.46192
H -2.22469 -8.35993 4.06706
H 0.28842 -6.89745 2.12274
H 1.45302 -5.21238 1.15556
H 0.89328 -3.59319 1.58020
H 0.60051 -4.22585 -0.03563
H -0.88442 -3.57467 3.44268
H 0.00079 -3.56470 5.69718
H 1.09039 -1.54976 6.64367
H 1.23481 0.50206 5.23469
H 0.35133 0.51012 2.97198
H -2.75243 -2.77876 -1.88770
H -2.82708 -1.19849 -2.62741
H -4.26028 -2.23078 -2.61383
H -5.26063 -0.07751 -1.81205
H -6.74051 1.51932 -0.86459
H -6.14414 2.28198 0.61240
H -7.37452 1.03206 0.70994
H -5.31103 0.39182 2.42547
H -4.20603 -1.22354 3.77788
H -2.61629 -0.57628 3.37907
H -2.93092 -2.27734 3.15285
H -4.54488 -3.89191 0.60670
H -4.68684 -3.69820 2.34032
H -5.19799 -5.20172 1.58588
H -3.94820 -6.78287 2.57159
```

Atomic partial charges in e from the Mulliken method, atoms 1 to 5: -0.0536 -1.0406 0.1682 0.2458 0.4633